DFT (wB97M-V/def2-TZVPD) results for the ion C13H11N2 with charge +1.

Structure (XYZ):
```
26
Properties=species:S:1:pos:R:3:forces:R:3:lowdin_charge:R:1
C 0.15654 -1.01788 0.67868 -4.0 0.5 0.3 0.007
C 1.44792 -1.27910 1.02534 -2.3 1.7 -1.5 -0.066
N 2.46637 -0.59305 0.42850 1.8 2.0 -1.4 -0.070
C 2.22051 0.58540 -0.19843 -1.7 -0.3 0.1 -0.002
C 3.18093 1.23848 -0.90263 1.2 -1.4 1.2 -0.019
C 4.50769 0.81121 -0.79745 0.3 0.5 1.3 0.004
C 4.82240 -0.31574 0.01543 -1.6 1.4 -1.5 0.012
C 3.74986 -1.03222 0.48328 0.0 -0.3 -0.1 -0.008
N -1.01571 -0.76378 0.50588 2.1 0.0 -0.1 0.231
C -2.43926 -0.28944 0.21016 3.5 -1.3 0.7 -0.184
C -2.85473 -0.37756 -1.10266 -1.5 0.7 0.5 -0.031
C -4.12401 0.13881 -1.39116 -0.8 -1.3 1.1 -0.041
C -4.94548 0.58849 -0.29582 -1.1 0.1 -2.5 -0.039
C -4.46998 0.61160 1.00573 1.2 0.2 -1.7 -0.068
C -3.18122 0.20804 1.25509 0.2 0.2 -0.4 -0.033
H 1.84581 -2.07616 1.46704 0.3 -3.4 2.2 0.078
H 1.16136 0.90564 -0.11063 1.0 0.0 -0.2 0.150
H 3.00380 2.15273 -1.36562 -0.6 1.3 -0.8 0.106
H 5.16848 1.60453 -1.15250 0.7 -1.0 -0.1 0.126
H 5.76575 -0.74069 0.26622 0.8 0.2 -0.3 0.116
H 3.96623 -2.02469 0.83689 -0.5 -0.1 0.6 0.145
H -2.33142 -0.86127 -1.88493 0.8 -0.3 -0.3 0.108
H -4.51500 -0.12288 -2.41147 0.2 1.0 1.2 0.130
H -5.97852 0.93036 -0.61147 1.3 -0.3 0.9 0.131
H -4.74694 1.19642 1.81918 -2.1 0.7 1.0 0.097
H -2.86137 0.52274 2.22735 1.0 -0.7 0.3 0.122
```
Positions in Å, forces in eV/Å.

Properties
SMILES   C(=C[n+]1ccccc1)=Nc1ccccc1
Total charge   +1
HOMO-LUMO gap (spin up / spin down)   7.741 / 7.741 eV
HOMO level (spin up / spin down)   -11.7 / -11.7 eV


DFT (wB97M-V/def2-TZVPD) results for the molecule C13H11N3O3.

Structure (XYZ):
```
30
Properties=species:S:1:pos:R:3:forces:R:3:lowdin_charge:R:1
C 4.05697 0.03752 0.04447 -2.3 3.2 -4.2 0.159
C 3.61014 0.71281 -0.91141 3.9 -4.1 5.5 -0.104
C 2.98379 1.37361 -1.99458 -1.7 -0.7 2.4 -0.077
N 1.69659 0.65082 -2.04619 1.7 0.7 -1.7 0.086
C 1.46585 -0.49480 -2.71400 2.4 -0.3 -4.7 -0.329
O 2.04453 -0.89313 -3.71951 -0.2 0.3 2.0 0.157
C 0.15894 -0.94325 -2.30014 -4.2 -2.5 -1.3 -0.279
O -0.53029 -1.74331 -2.93191 1.5 1.1 1.8 0.152
N -0.27821 -0.08300 -1.29656 0.5 -3.0 -1.4 0.103
N -1.32804 -0.50783 -0.50882 -1.0 -0.8 -0.2 -0.091
C -2.65072 -0.46388 -1.15364 -0.2 2.3 0.8 -0.011
C -1.34356 -0.39919 0.90274 0.2 -0.7 2.2 -0.237
C -1.93204 0.69531 1.54180 0.0 1.0 0.4 -0.049
C -1.88685 0.84080 2.92199 0.3 0.3 1.3 -0.074
C -1.34549 -0.15890 3.78593 -0.5 1.2 -3.6 -0.083
C -0.69933 -1.22593 3.18629 -0.8 0.1 -1.3 -0.074
C -0.82600 -1.42427 1.76327 1.8 1.2 -0.7 0.015
C 0.72132 0.82260 -1.16616 -2.2 4.3 5.1 -0.454
O 0.66046 1.72071 -0.33863 0.6 -0.4 -0.6 0.133
H 4.19931 -0.41964 0.98073 0.4 -0.3 0.4 0.019
H 3.52477 1.31930 -2.85675 1.0 -0.3 -2.6 0.109
H 2.94953 2.37398 -1.63504 -1.1 1.2 -0.4 0.135
H -3.13084 0.46914 -0.72282 0.0 -0.8 -1.1 0.089
H -2.58323 -0.43520 -2.24655 0.1 0.0 0.4 0.090
H -3.29889 -1.26933 -0.84376 0.3 -0.6 0.1 0.088
H -2.39216 1.54403 1.02389 0.5 -0.5 -0.3 0.115
H -2.10011 1.84622 3.40784 -0.3 -1.5 -0.8 0.124
H -1.47305 0.03825 4.79507 0.5 0.0 1.9 0.075
H -0.05603 -1.80036 3.82821 -0.1 -0.9 -0.2 0.093
H -0.21735 -2.18307 1.20426 -0.8 0.4 0.9 0.119
```
Positions in Å, forces in eV/Å.

Properties
SMILES   C#CCN1C(=O)C(=O)N(N(C)c2ccccc2)C1=O
HOMO-LUMO gap   8.088 eV
HOMO level   -8.9 eV


One value per record, in order, for electronic energy: -611.12848, -891.81262 Ha.
One value per record, in order, for energy above the lowest of the compared OMol25 structures with the same formula, charge and spin: 475.8, 194.4 kJ/mol.
One value per record, in order, for strongest force on any atom: 0.07949, 0.15212 hartree/bohr.